Entry 1:
{
  "formula": "C4H7N3O",
  "method": "ωB97M-V/def2-TZVPD",
  "homo_energy_ev": -8.98,
  "energy_ev": -10774.443,
  "orbital_gap_ha": 0.3507,
  "de_lowest_ev": 5.305,
  "species": ["O", "N", "C", "C", "N", "N", "C", "C", "H", "H", "H", "H", "H", "H", "H"],
  "coordinates": [[-1.038, -0.172, -3.232], [-1.976, 0.487, -2.451], [-1.586, 0.649, -1.221], [-0.237, 0.314, -0.652], [-0.154, 0.806, 0.534], [1.064, 0.598, 1.155], [0.733, -0.164, 2.398], [1.519, -0.786, 1.264], [-1.397, -0.291, -4.086], [-2.156, 1.348, -0.516], [0.621, -0.162, -1.129], [1.303, 0.287, 3.175], [-0.311, -0.367, 2.664], [2.579, -0.974, 1.472], [1.038, -1.573, 0.623]]
}

=====

Entry 2:
{
  "formula": "C18H50NO6",
  "method": "ωB97M-V/def2-TZVPD",
  "homo_energy_ev": -11.85,
  "energy_ev": -33244.716,
  "orbital_gap_ha": 0.3312,
  "charge": 1,
  "de_lowest_ev": 0.195,
  "species": ["C", "C", "C", "C", "C", "N", "C", "H", "H", "H", "H", "H", "H", "H", "H", "H", "H", "H", "H", "H", "H", "C", "C", "O", "H", "H", "H", "H", "H", "H", "C", "C", "O", "H", "H", "H", "H", "H", "H", "C", "C", "O", "H", "H", "H", "H", "H", "H", "C", "C", "O", "H", "H", "H", "H", "H", "H", "C", "C", "O", "H", "H", "H", "H", "H", "H", "C", "C", "O", "H", "H", "H", "H", "H", "H"],
  "coordinates": [[-0.790, -4.257, 3.972], [-1.610, -3.025, 3.533], [-0.773, -1.724, 3.671], [-0.081, -1.266, 2.393], [-1.142, -1.179, 1.313], [-1.526, -2.584, 1.030], [-2.268, -3.228, 2.160], [0.040, -3.940, 4.592], [-0.383, -4.837, 3.145], [-1.390, -4.903, 4.605], [-2.422, -2.917, 4.243], [-1.479, -0.933, 3.941], [-0.097, -1.790, 4.514], [0.571, -2.079, 2.065], [0.467, -0.339, 2.490], [-0.748, -0.669, 0.439], [-1.988, -0.646, 1.736], [-2.157, -2.567, 0.224], [-0.709, -3.119, 0.718], [-3.282, -2.850, 2.134], [-2.281, -4.293, 1.955], [2.832, 0.031, -1.398], [1.390, 0.494, -1.413], [0.940, 0.820, -0.085], [2.945, -0.845, -0.756], [3.166, -0.223, -2.403], [3.484, 0.813, -1.001], [0.742, -0.293, -1.792], [1.272, 1.369, -2.047], [1.502, 1.527, 0.250], [2.626, 0.038, 7.590], [2.317, 0.262, 6.123], [3.013, -0.675, 5.299], [3.697, 0.127, 7.769], [2.104, 0.762, 8.218], [2.327, -0.967, 7.900], [2.632, 1.257, 5.814], [1.240, 0.173, 5.936], [2.735, -1.559, 5.564], [-1.481, 3.582, -0.907], [-1.685, 3.789, -2.395], [-0.980, 2.798, -3.149], [-0.420, 3.626, -0.658], [-2.010, 4.344, -0.331], [-1.846, 2.598, -0.599], [-1.305, 4.761, -2.702], [-2.747, 3.742, -2.650], [-1.319, 1.932, -2.894], [1.609, 0.814, -6.546], [0.743, 0.040, -5.571], [0.889, 0.529, -4.237], [2.658, 0.752, -6.254], [1.503, 0.426, -7.559], [1.334, 1.871, -6.549], [1.031, -1.010, -5.555], [-0.311, 0.103, -5.864], [0.623, 1.459, -4.236], [4.276, -4.600, 0.757], [3.061, -3.904, 1.335], [2.157, -3.487, 0.302], [4.798, -3.939, 0.065], [4.966, -4.899, 1.545], [3.982, -5.492, 0.198], [3.354, -3.005, 1.875], [2.534, -4.566, 2.031], [1.888, -4.276, -0.184], [-5.077, 6.329, -5.567], [-4.550, 5.234, -4.660], [-4.730, 5.581, -3.285], [-4.567, 7.270, -5.361], [-4.932, 6.074, -6.618], [-6.144, 6.493, -5.395], [-3.482, 5.086, -4.816], [-5.061, 4.286, -4.859], [-5.676, 5.699, -3.145]]
}

=====

Entry 3:
{
  "formula": "C6H12O",
  "method": "ωB97M-V/def2-TZVPD",
  "homo_energy_ev": -8.16,
  "energy_ev": -8460.481,
  "orbital_gap_ha": 0.3294,
  "de_lowest_ev": 3.873,
  "species": ["C", "C", "C", "C", "C", "C", "H", "H", "H", "H", "H", "H", "H", "H", "H", "H", "O", "H", "H"],
  "coordinates": [[1.039, -2.010, 1.584], [-0.092, -1.211, 1.177], [-0.375, -0.556, -0.075], [-1.623, -1.065, -0.936], [0.366, 0.422, -0.581], [0.521, 0.774, -2.019], [1.764, -2.092, 0.864], [0.970, -2.439, 2.616], [-1.038, -1.101, 1.858], [-1.331, -0.971, -2.057], [-2.369, -0.151, -0.954], [-2.126, -1.862, -0.446], [0.810, 1.211, -0.009], [0.578, -0.221, -2.454], [1.527, 1.278, -2.165], [-0.391, 1.306, -2.270], [0.659, 2.974, 1.570], [0.014, 3.368, 2.255], [1.097, 2.344, 2.043]]
}

=====

Entry 4:
{
  "formula": "C8H11FO6P",
  "method": "ωB97M-V/def2-TZVPD",
  "homo_energy_ev": -3.66,
  "energy_ev": -32766.604,
  "orbital_gap_ha": 0.2029,
  "charge": -1,
  "species": ["O", "C", "O", "C", "O", "C", "P", "O", "O", "C", "C", "C", "C", "F", "H", "H", "H", "H", "H", "H", "H", "H", "C", "O", "H", "H", "H"],
  "coordinates": [[-3.571, 0.176, -1.442], [-2.500, 0.591, -1.788], [-2.375, 1.602, -2.713], [-1.054, 2.028, -2.657], [-0.493, 2.471, -3.619], [-0.464, 1.524, -1.398], [1.021, 2.300, -0.631], [0.517, 2.560, 0.914], [2.221, 1.240, -0.511], [-1.191, 0.433, -1.099], [-0.901, -0.667, -0.184], [-1.379, -0.407, 1.244], [-0.957, -1.546, 2.134], [-1.818, -1.621, 3.236], [0.074, 3.409, 0.923], [1.993, 0.453, 0.052], [-1.432, -1.534, -0.581], [0.161, -0.925, -0.251], [-0.931, 0.522, 1.574], [-2.453, -0.267, 1.222], [-0.966, -2.490, 1.613], [0.040, -1.362, 2.500], [3.264, -1.705, 0.290], [1.918, -1.709, 0.180], [3.740, -2.557, 0.838], [3.841, -1.702, -0.670], [3.695, -0.817, 0.824]]
}

=====

Entry 5:
{
  "formula": "C49H73N4O4P2PdSSi3",
  "method": "ωB97M-V/def2-TZVPD",
  "s_squared": 6.029,
  "homo_energy_ev": [-8.06, -10.91],
  "spin_multiplicity": 5,
  "energy_ev": -122674.325,
  "orbital_gap_ha": [0.2199, 0.2416],
  "charge": 1,
  "species": ["Pd", "C", "Si", "C", "C", "N", "P", "C", "P", "N", "Si", "C", "C", "C", "C", "C", "C", "C", "C", "C", "C", "C", "C", "C", "C", "C", "C", "C", "C", "C", "C", "C", "C", "C", "C", "C", "C", "C", "H", "H", "H", "H", "H", "H", "H", "H", "H", "H", "H", "H", "H", "H", "H", "H", "H", "H", "H", "H", "H", "H", "H", "H", "H", "H", "H", "H", "H", "H", "H", "H", "H", "H", "H", "H", "H", "H", "C", "C", "C", "C", "O", "Si", "O", "O", "C", "C", "C", "C", "O", "C", "C", "C", "C", "H", "H", "H", "H", "H", "H", "H", "H", "H", "H", "H", "H", "H", "H", "H", "H", "H", "H", "H", "H", "H", "H", "H", "H", "H", "H", "H", "C", "C", "C", "C", "N", "C", "S", "N", "C", "H", "H", "H", "H", "H", "H", "H", "H"],
  "coordinates": [[-0.074, -0.414, 0.104], [1.730, 4.057, 1.824], [1.985, 3.050, 0.228], [2.488, 4.282, -1.152], [3.396, 1.786, 0.464], [0.625, 2.095, -0.298], [-0.948, 2.424, -0.175], [-1.625, 0.846, -0.229], [-2.883, -0.317, -0.412], [-1.961, -1.610, -0.620], [-2.386, -3.286, -0.441], [-4.273, -3.528, -0.352], [-1.658, -3.900, 1.218], [-1.594, -4.082, -1.976], [-3.785, -0.254, 1.167], [-5.086, 0.199, 1.347], [-5.625, 0.237, 2.622], [-4.865, -0.150, 3.714], [-3.552, -0.564, 3.540], [-3.013, -0.617, 2.270], [-3.979, -0.108, -1.842], [-5.283, -0.583, -1.929], [-5.959, -0.505, -3.133], [-5.333, 0.015, -4.255], [-4.021, 0.458, -4.178], [-3.347, 0.400, -2.974], [-1.420, 3.203, 1.393], [-1.156, 2.457, 2.538], [-1.400, 3.004, 3.783], [-1.895, 4.296, 3.881], [-2.161, 5.035, 2.740], [-1.924, 4.492, 1.490], [-1.641, 3.436, -1.514], [-0.815, 3.841, -2.552], [-1.353, 4.472, -3.659], [-2.717, 4.703, -3.720], [-3.544, 4.299, -2.682], [-3.013, 3.654, -1.583], [2.623, 4.624, 2.060], [1.500, 3.429, 2.678], [0.915, 4.766, 1.713], [3.385, 4.809, -0.847], [1.719, 5.029, -1.329], [2.714, 3.797, -2.098], [4.322, 2.298, 0.694], [3.569, 1.185, -0.426], [3.184, 1.105, 1.284], [-4.708, -2.885, 0.409], [-4.516, -4.552, -0.092], [-4.749, -3.306, -1.301], [-2.404, -4.390, 1.837], [-1.241, -3.068, 1.784], [-0.842, -4.593, 1.056], [-2.044, -3.701, -2.887], [-1.704, -5.159, -1.978], [-0.535, -3.845, -1.993], [-5.675, 0.524, 0.502], [-6.643, 0.569, 2.760], [-5.295, -0.118, 4.703], [-2.958, -0.846, 4.398], [-1.978, -0.933, 2.104], [-5.763, -1.024, -1.068], [-6.974, -0.867, -3.197], [-5.873, 0.079, -5.187], [-3.523, 0.830, -5.061], [-2.319, 0.736, -2.881], [-0.744, 1.455, 2.415], [-1.198, 2.437, 4.679], [-2.069, 4.734, 4.852], [-2.544, 6.040, 2.824], [-2.117, 5.069, 0.596], [0.245, 3.661, -2.462], [-0.717, 4.770, -4.480], [-3.141, 5.199, -4.578], [-4.608, 4.470, -2.742], [-3.652, 3.318, -0.778], [2.321, -3.241, 4.373], [2.491, -2.135, 3.327], [1.144, -1.430, 3.096], [3.547, -1.120, 3.781], [3.006, -2.729, 2.136], [2.387, -3.512, 0.861], [1.304, -2.398, 0.185], [3.524, -3.776, -0.232], [4.918, -3.552, -0.461], [5.212, -2.052, -0.484], [5.198, -4.160, -1.838], [5.729, -4.239, 0.637], [1.556, -4.837, 1.213], [1.610, -6.173, 0.688], [1.097, -6.172, -0.749], [3.034, -6.723, 0.731], [0.734, -7.026, 1.607], [1.948, -2.836, 5.310], [3.281, -3.714, 4.558], [1.636, -4.000, 4.002], [0.768, -1.062, 4.049], [0.424, -2.138, 2.681], [1.251, -0.570, 2.411], [3.231, -0.633, 4.699], [3.695, -0.364, 3.013], [4.493, -1.626, 3.952], [4.668, -1.583, -1.301], [6.274, -1.873, -0.617], [4.897, -1.604, 0.454], [4.525, -3.714, -2.567], [5.016, -5.230, -1.823], [6.225, -3.982, -2.140], [5.414, -3.864, 1.607], [6.788, -4.044, 0.502], [5.568, -5.313, 0.614], [1.657, -5.434, -1.318], [0.043, -5.918, -0.778], [1.234, -7.153, -1.198], [3.639, -6.262, -0.041], [3.009, -7.797, 0.567], [3.477, -6.524, 1.703], [-0.262, -6.605, 1.695], [1.184, -7.076, 2.595], [0.656, -8.031, 1.203], [1.521, 1.841, -4.363], [1.385, 0.456, -3.840], [1.459, -0.659, -4.615], [1.434, -1.949, -3.995], [1.572, -2.028, -2.686], [1.423, -0.966, -1.932], [2.122, -1.035, -0.305], [1.178, 0.307, -2.490], [1.395, -3.215, -4.776], [1.812, 1.816, -5.407], [2.275, 2.380, -3.792], [0.580, 2.377, -4.269], [1.613, -0.584, -5.677], [1.004, 1.102, -1.849], [1.152, -3.025, -5.817], [0.653, -3.887, -4.350], [2.358, -3.726, -4.731]]
}